*one*
Here is a 2-piece molecular cluster, C7H16N2O overall from the OMol25 dataset. Energies are from the ωB97M-V functional and the def2-TZVPD basis.

Structure (XYZ):
```
26
Properties=species:S:1:pos:R:3:mulliken_charge:R:1
C 0.059 -0.775 1.139 -0.88
C -0.530 0.578 0.750 -0.41
C 0.363 2.038 2.438 -0.09
C 1.662 1.976 2.058 0.04
C 2.692 2.831 2.727 -1.19
C 0.086 -1.014 -3.314 -1.19
C -0.994 -1.189 -2.353 0.10
H 0.201 -1.397 0.248 0.28
H -0.600 -1.284 1.856 0.28
H 1.042 -0.657 1.618 0.35
H 0.113 1.093 0.030 0.35
H -1.556 0.468 0.349 0.28
H 0.058 2.665 3.269 0.30
H 1.976 1.360 1.222 0.26
H 2.221 3.320 3.579 0.33
H 3.581 2.273 3.071 0.29
H 3.060 3.619 2.051 0.26
H -0.319 -0.430 -4.144 0.32
H 0.479 -1.962 -3.691 0.41
H 0.890 -0.462 -2.827 0.28
H -1.236 -0.341 -1.714 0.47
H -1.957 -4.100 -2.643 0.24
H -1.215 -3.140 -3.846 0.17
N -1.652 -2.249 -2.044 -0.35
N -1.348 -3.343 -2.855 -0.47
O -0.721 1.431 1.900 -0.41
```

The multiplicity is 1. For the highest occupied orbital energy, the calculation gives -8.34 eV. The calculation puts the HOMO-LUMO gap at 9.234 eV. As for the SMILES: C/C=C/OCC.C/C=N\N.



*two*
Here is an isolated molecule of C7H16N2O from the OMol25 dataset. Energies are from the ωB97M-V functional and the def2-TZVPD basis.

Structure (XYZ):
```
26
Properties=species:S:1:pos:R:3:mulliken_charge:R:1
N 3.162 1.656 0.781 -0.60
H 3.714 1.429 1.602 0.22
H 3.805 1.852 0.022 0.22
C 2.296 0.538 0.434 -0.41
C 1.305 0.279 1.567 -0.69
C 0.271 -0.777 1.183 -0.92
N -0.447 -0.436 -0.032 0.30
C -1.409 0.637 0.159 -0.51
C -2.034 0.995 -1.189 -0.77
H -1.247 1.371 -1.860 0.34
O -2.670 -0.115 -1.778 -0.39
C -1.753 -1.170 -1.944 -0.65
C -1.126 -1.582 -0.612 -0.63
H -1.919 -1.966 0.056 0.33
H -0.398 -2.377 -0.786 0.40
H -0.952 -0.862 -2.634 0.33
H -2.312 -1.999 -2.381 0.36
H -2.804 1.760 -1.067 0.37
H -2.208 0.338 0.862 0.31
H -0.898 1.513 0.557 0.31
H 0.792 -1.720 0.995 0.45
H -0.420 -0.938 2.031 0.35
H 1.841 -0.068 2.453 0.48
H 0.823 1.222 1.824 0.27
H 2.849 -0.393 0.219 0.20
H 1.738 0.812 -0.464 0.33
```

The multiplicity is 1. For the highest occupied orbital energy, the calculation gives -8.71 eV. The calculation puts the HOMO-LUMO gap at 9.751 eV. As for the SMILES: NCCCN1CCOCC1.



The most stable of them is *two*.



*one*
Here is a 5-piece molecular cluster, C10H15N5 overall from the OMol25 dataset. Energies are from the ωB97M-V functional and the def2-TZVPD basis.

Structure (XYZ):
```
30
Properties=species:S:1:pos:R:3:mulliken_charge:R:1
C -3.513 2.031 -2.911 -0.86
C -2.598 1.936 -1.784 0.37
N -1.874 1.885 -0.894 -0.42
H -3.476 1.078 -3.419 0.28
H -3.144 2.856 -3.460 0.30
H -4.464 2.220 -2.463 0.31
C -1.108 -1.282 -2.078 -0.55
C -2.566 -1.324 -2.431 0.30
N -3.625 -1.335 -2.878 -0.47
H -1.009 -0.572 -1.298 0.08
H -0.537 -0.844 -2.929 0.26
H -0.606 -2.247 -1.904 0.36
C 0.638 0.498 3.560 -0.57
C 1.836 0.056 4.356 0.40
N 2.803 -0.267 4.933 -0.48
H 0.220 1.386 4.085 0.32
H -0.069 -0.252 3.476 0.32
H 1.019 0.812 2.575 0.03
C 1.455 1.391 -0.736 -0.48
C 0.994 1.461 -2.162 0.21
N 0.504 1.756 -3.144 -0.45
H 0.597 1.844 -0.174 0.24
H 2.369 1.941 -0.652 0.46
H 1.583 0.371 -0.345 0.04
C 2.792 -2.741 2.380 -0.86
C 1.698 -2.177 1.580 0.46
N 0.899 -1.680 0.923 -0.40
H 2.553 -3.777 2.648 0.29
H 2.921 -2.254 3.294 0.22
H 3.707 -2.769 1.853 0.29
```

The multiplicity is 1. For the highest occupied orbital energy, the calculation gives -11.46 eV. The calculation puts the HOMO-LUMO gap at 11.896 eV. As for the SMILES: CC#N.CC#N.CC#N.CC#N.CC#N.



*two*
Here is a 5-piece molecular cluster, C10H15N5 overall from the OMol25 dataset. Energies are from the ωB97M-V functional and the def2-TZVPD basis.

Structure (XYZ):
```
30
Properties=species:S:1:pos:R:3:mulliken_charge:R:1
C -0.248 -0.702 1.747 -0.72
C -0.231 -0.133 0.396 0.32
N -0.171 0.354 -0.706 -0.44
H 0.723 -0.610 2.233 0.31
H -0.379 -1.781 1.662 0.29
H -1.108 -0.263 2.252 0.27
C -2.235 2.297 -3.200 -0.46
C -3.079 1.439 -2.323 0.28
N -3.787 0.859 -1.622 -0.41
H -1.269 1.825 -3.019 0.01
H -2.310 3.328 -2.855 0.30
H -2.578 2.183 -4.228 0.27
C 0.713 -0.348 -3.880 -0.38
C 1.777 -0.197 -4.900 0.27
N 2.604 -0.234 -5.750 -0.42
H 0.801 -1.374 -3.525 0.28
H -0.278 -0.029 -4.202 0.21
H 1.009 0.317 -3.069 0.04
C -1.783 -3.135 6.452 -0.67
C -1.100 -3.150 5.118 0.31
N -0.694 -3.173 4.022 -0.41
H -2.256 -4.115 6.516 0.25
H -2.502 -2.333 6.285 0.24
H -1.124 -2.977 7.305 0.28
C 2.938 1.957 0.260 -0.29
C 3.825 2.031 -0.854 0.26
N 4.539 2.053 -1.750 -0.36
H 2.062 1.351 0.029 -0.16
H 2.626 2.973 0.502 0.27
H 3.516 1.588 1.107 0.26
```

The multiplicity is 1. For the highest occupied orbital energy, the calculation gives -11.10 eV. The calculation puts the HOMO-LUMO gap at 11.371 eV. As for the SMILES: CC#N.CC#N.CC#N.CC#N.CC#N.



The most stable of them is *one*.



*one*
Here is an isolated molecule of C2H6O from the OMol25 dataset. Energies are from the ωB97M-V functional and the def2-TZVPD basis.

Structure (XYZ):
```
9
Properties=species:S:1:pos:R:3:mulliken_charge:R:1
C -0.629 0.289 0.599 -0.78
C 0.669 -0.225 -0.032 -0.24
H -0.948 -0.220 1.590 0.26
H -1.408 0.057 -0.216 0.23
H -0.619 1.368 0.748 0.23
H 1.596 0.211 0.416 0.24
H 0.831 -1.278 0.035 0.26
H -0.180 -0.302 -1.741 0.29
O 0.687 0.099 -1.400 -0.51
```

The multiplicity is 1. For the highest occupied orbital energy, the calculation gives -10.33 eV. The calculation puts the HOMO-LUMO gap at 11.383 eV. As for the SMILES: CCO.



*two*
Here is a 2-piece molecular cluster, C2H6O overall from the OMol25 dataset. Energies are from the ωB97M-V functional and the def2-TZVPD basis.

Structure (XYZ):
```
9
Properties=species:S:1:pos:R:3:mulliken_charge:R:1
C -0.514 0.945 1.581 -0.44
C -0.484 -0.350 1.184 -0.66
H 0.419 1.314 1.597 0.26
H -1.466 1.416 1.738 0.25
H 0.551 -0.724 1.149 0.29
H -1.304 -1.061 1.099 0.31
H 0.279 -0.962 -1.454 0.34
H 0.758 0.471 -2.159 0.33
O 0.844 -0.503 -2.320 -0.67
```

The multiplicity is 1. For the highest occupied orbital energy, the calculation gives -10.46 eV. The calculation puts the HOMO-LUMO gap at 11.371 eV. As for the SMILES: C=C.O.



The most stable of them is *one*.